# 1
DFT (wB97M-V/def2-TZVPD) results for a cluster of 11 separate species, C42H113N7O12 in total in a non-equilibrium geometry.

- HOMO: -8.772 eV
- Calculated total energy: -80380.3857 eV
- Orbital gap: 9.1949 eV
- SMILES string: COC[C@H](C)N.COC[C@H](C)N.COC[C@H](C)N.COC[C@H](C)N.COC[C@H](C)N.COC[C@H](C)N.COCCNCCOC.CC(C)O.CC(C)O.CC(C)O.CC(C)O
- Net charge: 0

Structure (XYZ):
```
174
C42H113N7O12, DFT wB97M-V/def2-TZVPD
C -0.87767 -1.02473 5.39895
O 0.26607 -1.84186 5.39502
C 0.24571 -2.87395 4.35854
C 1.52025 -3.70646 4.52297
C 1.73148 -4.66809 3.35183
N 1.30479 -4.52744 5.63632
H -1.00561 -0.47867 6.33359
H -1.82357 -1.54988 5.26628
H -0.91425 -0.31041 4.57645
H -0.63327 -3.51319 4.44143
H 0.32105 -2.29395 3.43874
H 2.39784 -3.07187 4.64630
H 0.85660 -5.30458 3.21937
H 2.53199 -5.39266 3.50107
H 1.87336 -4.11569 2.42295
H 2.16234 -4.98594 5.90924
H 0.98941 -4.03415 6.45929
C -2.19665 -4.64859 -1.69433
O -2.82509 -3.69857 -0.75208
C -3.66999 -4.39948 0.11552
C -4.23811 -3.41979 1.20111
C -3.19986 -3.23525 2.32953
N -5.41308 -3.97292 1.87907
H -1.70839 -5.46489 -1.16203
H -1.46107 -3.98768 -2.15282
H -2.87987 -5.00182 -2.46669
H -4.55517 -4.63129 -0.47680
H -3.34369 -5.34055 0.55825
H -4.44818 -2.50502 0.64686
H -2.84664 -4.18802 2.72394
H -3.60894 -2.63232 3.14022
H -2.29162 -2.80542 1.90710
H -5.86231 -4.57426 1.20328
H -6.10593 -3.25521 2.03705
C 0.32385 3.81860 3.23856
O 1.41045 4.76874 3.37059
C 1.93864 4.78093 4.72911
C 2.95015 5.97161 4.88404
C 3.31539 6.14541 6.39118
N 2.39389 7.23364 4.38921
H 0.01658 3.75105 2.19495
H -0.52472 3.85391 3.92178
H 0.78536 2.86739 3.50373
H 1.12434 4.90956 5.44218
H 2.42523 3.85031 5.02114
H 3.86602 5.71343 4.35243
H 4.08997 6.91018 6.44825
H 3.85614 5.25677 6.71677
H 2.44479 6.31313 7.02525
H 3.06606 7.98560 4.33591
H 2.15652 6.88092 3.47305
C -1.58141 -0.88627 -3.61858
O -1.06832 -1.80536 -4.58297
C -0.18663 -1.25868 -5.55905
C 0.25377 -2.40702 -6.54130
C 0.96328 -3.54997 -5.79101
N 1.17500 -1.81288 -7.50194
H -2.15205 -0.12172 -4.14579
H -0.81918 -0.49746 -2.94336
H -2.33786 -1.33606 -2.97549
H -0.72090 -0.47644 -6.09827
H 0.71939 -0.84787 -5.11359
H -0.59135 -2.82604 -7.08745
H 1.93990 -3.20836 -5.44807
H 1.19073 -4.40438 -6.42846
H 0.38792 -3.94232 -4.95248
H 1.70002 -2.50324 -8.01950
H 1.93778 -1.38138 -6.99987
C 2.57523 1.01957 -2.98026
O 1.31381 1.68981 -3.00676
C 1.16445 2.77648 -2.10961
C -0.23201 3.37444 -2.16106
C -0.37941 4.44916 -1.09570
N -1.20756 2.35618 -1.85433
H 2.62400 0.26210 -3.76254
H 2.95816 0.58327 -2.05771
H 3.31922 1.74421 -3.31113
H 1.48739 2.43098 -1.12756
H 1.77165 3.63547 -2.39520
H -0.41959 3.89429 -3.10057
H -1.42727 4.70354 -0.93638
H 0.16950 5.35477 -1.35388
H -0.17953 4.04006 -0.10535
H -2.10843 2.69339 -2.16224
H -1.02021 1.64403 -2.54557
C 4.03745 -0.92396 3.19373
O 3.90932 0.16901 2.21453
C 3.77062 1.49557 2.68772
C 3.73461 2.50481 1.50250
C 4.70134 2.43064 0.35780
N 3.70161 3.84775 2.03330
H 3.08999 -1.06473 3.71396
H 4.83296 -0.79895 3.92833
H 4.20100 -1.85596 2.65268
H 2.84918 1.53104 3.26893
H 4.59414 1.85251 3.30620
H 2.76786 2.49713 0.99909
H 5.68548 2.53992 0.81344
H 4.65315 3.25933 -0.34863
H 4.63022 1.48071 -0.17199
H 2.79663 3.94008 2.47215
H 3.55861 4.49237 1.26901
C 1.46779 -2.61853 -1.79661
O 2.67806 -2.10870 -1.17622
C 3.34467 -3.15872 -0.38710
C 4.75045 -2.75716 0.01325
N 5.64363 -2.87276 -1.12672
C 6.89041 -2.11125 -0.84730
C 7.78992 -1.97204 -2.07989
O 7.26557 -1.09020 -3.03085
C 8.07200 -1.08632 -4.21110
H 1.66045 -3.54057 -2.34509
H 1.16227 -1.85917 -2.51642
H 0.68131 -2.76564 -1.05640
H 3.49902 -4.03874 -1.01148
H 2.75840 -3.39065 0.50204
H 5.18722 -3.26478 0.87329
H 4.57905 -1.75237 0.39941
H 5.23304 -2.40670 -1.92316
H 7.59211 -2.61788 -0.18469
H 6.68724 -1.11961 -0.44300
H 7.94148 -2.95252 -2.53131
H 8.73851 -1.57699 -1.71629
H 8.03585 -2.07965 -4.65840
H 9.10972 -0.83830 -3.98807
H 7.78295 -0.36258 -4.97317
C -4.53627 3.49398 -1.41995
C -4.55510 3.88203 -2.89069
C -3.98450 5.29159 -3.12227
O -3.89776 2.97128 -3.70697
H -5.02574 2.53741 -1.23693
H -4.92215 4.23631 -0.72129
H -3.52253 3.20398 -1.14365
H -5.59391 3.93941 -3.21577
H -4.42145 5.95565 -2.37648
H -4.22564 5.59771 -4.14023
H -2.89746 5.29085 -3.04212
H -3.94901 3.21122 -4.63509
C -2.07728 -0.56118 0.07326
C -1.21482 0.30391 1.01200
C 0.23811 0.08685 0.60564
O -1.55628 1.64675 0.74805
H -1.76681 -1.60542 0.10871
H -1.97022 -0.19296 -0.94706
H -3.12552 -0.63044 0.36392
H -1.30760 0.07813 2.07431
H 0.51651 -0.96653 0.63713
H 0.86464 0.73169 1.22188
H 0.43437 0.45790 -0.40029
H -1.51399 1.77276 -0.20271
C -6.49970 -3.99193 -3.13235
C -6.57932 -2.74687 -2.23087
C -5.34832 -1.82873 -2.26073
O -7.73649 -1.96954 -2.59133
H -7.40730 -4.58924 -3.21940
H -5.68410 -4.62707 -2.78668
H -6.25420 -3.78710 -4.17440
H -6.65197 -3.22722 -1.25512
H -5.18846 -1.14948 -1.42337
H -5.38297 -1.05381 -3.02650
H -4.40163 -2.34256 -2.42760
H -7.54826 -1.57046 -3.44393
C -4.68452 3.55167 2.54722
C -4.56316 1.98368 2.76559
C -4.96869 1.04423 1.61118
O -3.19747 1.69465 3.02923
H -4.22233 3.79938 1.59164
H -4.22757 4.14347 3.34035
H -5.73138 3.85464 2.52760
H -5.04947 1.64959 3.68210
H -5.98763 1.16234 1.24249
H -4.75616 0.00869 1.87684
H -4.40048 1.23928 0.70169
H -2.73342 2.02116 2.25486
```



# 2
DFT (wB97M-V/def2-TZVPD) results for a cluster of 8 separate species, C42H114F2N18O12P6 in total in a non-equilibrium geometry.

- HOMO: -8.165 eV
- ΔE to the lowest compared entry with this formula, charge and spin: 192.51 kcal/mol
- Calculated total energy: -157961.8131 eV
- Orbital gap: 8.3121 eV
- SMILES string: CN(C)P(=O)(N(C)C)N(C)C.CN(C)P(=O)(N(C)C)N(C)C.CN(C)P(=O)(N(C)C)N(C)C.CN(C)P(=O)(N(C)C)N(C)C.CN(C)P(=O)(N(C)C)N(C)C.CN(C)P(=O)(N(C)C)N(C)C.O=C1OC[C@@H](F)O1.O=C1OC[C@@H](F)O1
- Net charge: 0

Structure (XYZ):
```
194
C42H114F2N18O12P6, DFT wB97M-V/def2-TZVPD
C -0.30144 0.60666 8.71315
N -0.52079 -0.67436 9.29686
C -0.07474 -1.87999 8.46784
P -1.94840 -0.66183 10.27785
O -3.23710 -1.08113 9.60409
N -1.54354 -1.75747 11.56223
C -2.50621 -2.75574 11.98827
C -0.13911 -2.07154 12.07494
N -2.11220 0.93228 10.94638
C -2.87174 1.95173 10.30165
C -1.31185 1.38360 12.00106
H -0.99964 0.77664 7.89357
H 0.57097 0.53807 8.06330
H -0.09436 1.38314 9.44956
H -0.54656 -1.82029 7.48707
H -0.16185 -2.86907 8.91754
H 0.94832 -1.55364 8.28089
H -2.22541 -3.80565 11.90488
H -2.88217 -2.59000 12.99787
H -3.43753 -2.79719 11.42346
H 0.33237 -1.15269 12.42352
H -0.08348 -2.75517 12.92208
H 0.44538 -2.36971 11.20456
H -3.70174 2.14909 10.98007
H -2.23291 2.81768 10.12807
H -3.23934 1.55081 9.35707
H -1.21007 0.58346 12.73422
H -1.70622 2.24273 12.54370
H -0.39008 1.76709 11.56361
C -1.35239 4.07836 -5.71004
N -1.86250 2.97530 -6.62844
C -2.04053 1.68891 -5.91934
P -1.84782 3.30133 -8.30778
O -1.76156 4.70731 -8.78206
N -0.69903 2.27007 -8.99261
C -0.70739 2.06447 -10.42736
C 0.46300 1.74241 -8.26048
N -3.24436 2.53773 -8.78033
C -3.38193 1.10873 -9.29471
C -4.36611 3.29571 -9.06676
H -1.39324 4.96616 -6.34110
H -0.31046 3.84667 -5.48912
H -2.07800 4.22967 -4.91086
H -1.78911 1.78747 -4.86332
H -1.49931 0.83640 -6.32971
H -3.09818 1.44238 -6.01264
H -1.63704 2.03048 -10.99541
H -0.21059 2.88730 -10.94141
H -0.21046 1.12100 -10.65323
H 0.90587 2.43044 -7.54037
H 0.15752 0.82569 -7.75610
H 1.24704 1.52904 -8.98702
H -4.09547 0.60566 -8.64212
H -3.80749 0.94003 -10.28392
H -2.50574 0.46856 -9.19183
H -5.23962 2.73021 -8.74227
H -4.33151 3.60857 -10.11032
H -4.30450 4.12603 -8.36329
C 12.41031 3.97219 -3.07648
N 11.41635 2.94201 -2.94542
C 10.57746 2.96934 -1.75219
P 10.52449 2.52800 -4.36767
O 9.41974 3.45078 -4.83259
N 11.73380 2.31908 -5.56813
C 11.56429 2.76078 -6.98758
C 12.88447 1.41744 -5.54616
N 9.95384 0.94262 -3.86910
C 8.60143 0.41445 -4.14664
C 10.85574 -0.21176 -3.80765
H 13.32851 3.72216 -2.54498
H 12.19276 4.93321 -2.61043
H 12.61858 4.28923 -4.09835
H 9.53449 3.09699 -2.04204
H 11.08008 3.67308 -1.08871
H 10.64240 2.03609 -1.19279
H 11.17015 1.93389 -7.57836
H 10.82119 3.55073 -7.09661
H 12.52023 2.91600 -7.48776
H 12.67697 0.41331 -5.91597
H 13.76311 1.80802 -6.05951
H 13.07922 1.31231 -4.47887
H 8.60319 -0.21758 -5.03469
H 8.31891 -0.21497 -3.30277
H 7.90003 1.17352 -4.49298
H 11.05306 -0.46935 -4.84823
H 10.56262 -1.18654 -3.41782
H 11.85282 0.03301 -3.44157
C 4.99316 -12.01807 -2.30838
N 6.36162 -11.63074 -2.07803
C 7.36775 -12.12803 -2.91097
P 6.68001 -10.11774 -1.25653
O 5.69993 -9.73631 -0.23386
N 8.31194 -10.51662 -0.62658
C 8.97452 -9.27632 -0.14871
C 8.48938 -11.62836 0.34855
N 6.84638 -9.08767 -2.75823
C 8.07013 -9.09766 -3.57229
C 6.03751 -7.85542 -2.81603
H 4.59432 -11.47185 -3.16318
H 4.30683 -11.53889 -1.61022
H 4.90613 -13.07940 -2.54099
H 8.38474 -11.81655 -2.67262
H 7.14688 -11.84162 -3.93922
H 7.41725 -13.21407 -2.98945
H 10.00889 -9.42494 0.16126
H 8.95781 -8.55947 -0.96966
H 8.38864 -9.05966 0.74454
H 8.35036 -11.38198 1.40120
H 7.79249 -12.43226 0.11152
H 9.52216 -11.89847 0.12828
H 7.97285 -8.99299 -4.65288
H 8.61646 -8.17929 -3.35732
H 8.76838 -9.91836 -3.40798
H 6.34269 -7.12917 -2.06268
H 4.97271 -7.98820 -2.62453
H 6.03152 -7.32461 -3.76803
C -7.48199 2.44174 -2.07996
N -7.18772 1.51856 -0.98385
C -6.31525 2.12615 0.08275
P -7.13478 -0.15980 -1.22176
O -5.80868 -0.76248 -1.46446
N -7.82552 -0.70768 0.27356
C -8.87028 -0.07669 1.06737
C -7.21469 -1.88090 0.87262
N -8.27992 -0.56829 -2.40302
C -9.70446 -0.56418 -2.08045
C -8.02426 -0.91678 -3.81049
H -7.97186 3.34414 -1.71418
H -8.07349 1.92634 -2.83666
H -6.60346 2.77165 -2.63444
H -6.35836 3.21327 0.14916
H -5.28538 1.78469 -0.02150
H -6.48652 1.72567 1.08194
H -9.64280 -0.68635 1.53602
H -8.42825 0.50170 1.87865
H -9.43915 0.70243 0.55995
H -6.95019 -2.55737 0.05990
H -6.40547 -1.52770 1.51178
H -7.78908 -2.39665 1.64216
H -10.32531 -0.42848 -2.96602
H -9.92181 -1.47535 -1.52311
H -9.83244 0.24367 -1.35995
H -8.68775 -0.41149 -4.51232
H -8.11667 -2.00070 -3.87876
H -6.98538 -0.69795 -4.05735
C -9.40020 8.27613 7.32233
N -7.93869 7.90072 7.20916
C -7.36087 7.85341 8.50188
P -7.38335 7.34098 5.75539
O -7.63191 5.94697 5.37592
N -7.92204 8.62389 4.73820
C -7.60553 9.99601 4.69734
C -8.94479 8.26905 3.76167
N -5.67244 7.67630 5.74114
C -5.04360 8.90300 6.26781
C -4.61674 6.69079 5.34046
H -9.57508 9.32645 7.55548
H -9.95538 7.53498 7.89728
H -10.09340 8.11510 6.49672
H -7.83874 8.70141 8.99241
H -6.29599 8.07846 8.56085
H -7.59561 6.90523 8.98557
H -6.52036 10.09355 4.72867
H -7.76038 10.36042 3.68180
H -7.87639 10.63666 5.53657
H -8.53274 7.64058 2.97215
H -9.71257 7.61655 4.17744
H -9.41501 9.16953 3.36651
H -5.75062 9.61693 6.69033
H -4.23943 8.82350 6.99931
H -4.56884 9.59362 5.57086
H -3.90675 7.03471 4.58830
H -4.85191 5.68531 4.99146
H -3.98093 6.49060 6.20288
O 0.65759 2.65177 0.76637
C 1.27170 1.62115 1.00576
O 1.62686 0.80182 0.00772
C 2.20565 -0.34796 0.57323
C 2.75657 0.20522 1.81791
F 3.96535 0.69443 1.72458
O 1.83750 1.24332 2.12867
H 1.58243 -1.23988 0.63782
H 3.02463 -0.69854 -0.05485
H 2.72298 -0.46642 2.67573
O -2.41172 -8.32619 -6.45591
C -2.58273 -7.35544 -5.72175
O -3.53509 -7.14281 -4.95624
C -3.34099 -5.91775 -4.23556
C -2.01915 -5.46587 -4.50022
F -1.23116 -5.76603 -3.45845
O -1.58630 -6.33249 -5.49823
H -4.23355 -5.37337 -4.54394
H -3.45588 -6.01232 -3.15577
H -1.90437 -4.38766 -4.61150
```



Question: What is the net charge in the first record?
Answer: 0



Question: Which of these has the highest calculated total energy?
Answer: C42H113N7O12



Question: Among the records above, which one has the lowest HOMO?
Answer: C42H113N7O12



Question: Which of these has the highest HOMO?
Answer: C42H114F2N18O12P6